# 1
Formula: C39H33N12O3Tl
Source: the Open Molecules 2025 dataset
Level of theory: ωB97M-V with the def2-TZVPD basis set

Structure (XYZ):
```
88
Properties=species:S:1:pos:R:3:forces:R:3
Tl 0.54144 -1.00598 -0.39973 0.394 -0.037 -0.155
C 2.05622 -7.21616 4.38710 -0.049 -0.042 0.051
O 2.55500 -5.98416 3.91522 0.023 0.044 -0.038
C 3.36591 -6.01887 2.81873 0.022 -0.083 -0.054
C 3.71562 -7.17631 2.13644 -0.142 -0.015 0.085
C 4.56667 -7.09909 1.04173 0.124 0.067 -0.195
C 5.05646 -5.88168 0.58820 -0.415 0.088 0.486
C 4.69111 -4.72216 1.28352 0.100 -0.010 0.071
C 3.86925 -4.79328 2.38784 -0.026 0.094 -0.028
N 6.05338 -5.88650 -0.41763 0.367 -0.034 -0.323
N 6.14890 -5.01377 -1.30610 0.172 -0.420 -0.155
C 5.15903 -4.06410 -1.57930 -0.435 0.513 -0.027
C 5.60982 -2.79855 -1.93122 -0.002 -0.391 0.161
C 4.76322 -1.70790 -2.03221 -0.214 0.233 0.047
C 3.37941 -1.80795 -1.78835 0.354 -0.128 -0.051
O 2.60319 -0.79960 -1.78164 -0.442 0.068 0.321
C 2.87141 -3.16445 -1.57688 0.187 0.027 -0.041
N 1.53171 -3.29728 -1.45761 -0.113 -0.099 0.160
C 1.01399 -4.49871 -1.35108 -0.007 0.102 -0.055
C 1.78311 -5.66647 -1.44342 0.084 -0.083 0.004
C 3.14332 -5.55272 -1.54126 -0.123 0.047 0.039
C 3.74447 -4.27584 -1.52730 0.137 -0.006 -0.191
H 1.44344 -6.98426 5.25418 0.002 0.005 0.002
H 2.86467 -7.88757 4.68967 0.006 0.004 -0.017
H 1.43722 -7.71389 3.63483 0.013 0.003 -0.007
H 3.34327 -8.14090 2.45166 0.031 0.003 -0.024
H 4.85151 -8.00490 0.51958 0.069 0.017 0.028
H 5.07417 -3.76209 0.96031 -0.007 -0.016 0.044
H 3.59733 -3.90195 2.93936 0.019 -0.001 -0.013
H 6.67840 -2.67069 -2.06114 0.002 -0.006 0.008
H 5.16119 -0.72664 -2.25817 -0.023 -0.006 -0.015
H -0.06144 -4.55311 -1.21831 -0.002 -0.004 -0.014
H 1.29915 -6.63434 -1.43928 0.018 0.003 -0.007
H 3.76244 -6.43088 -1.65731 0.017 -0.036 0.091
C 2.13209 5.11280 -1.55338 -0.042 0.026 -0.128
N 1.93715 3.73854 -1.13053 -0.301 0.101 0.209
C 0.93997 2.84732 -1.30832 0.366 0.044 -0.075
N 1.27602 1.69668 -0.75668 -0.280 0.297 -0.032
C 2.50069 1.94496 -0.22951 -0.042 -0.162 -0.025
N 2.93381 3.16330 -0.42408 0.159 -0.017 0.065
C 1.21984 6.17581 -0.98071 -0.022 -0.096 0.065
C 1.42484 7.48085 -1.42492 0.044 0.040 0.040
C 0.71674 8.53756 -0.88093 0.057 0.056 -0.042
C -0.23217 8.30943 0.10265 -0.080 -0.062 0.039
C -0.47347 7.00723 0.51627 0.125 -0.078 -0.134
C 0.25764 5.94079 -0.01562 -0.052 0.029 0.006
C -1.52633 6.73534 1.48814 -0.145 0.165 0.380
N -1.91752 7.42215 2.50991 0.225 0.041 -0.218
N -2.96989 6.72396 3.07433 -0.225 -0.235 0.043
C -3.13915 5.66743 2.35379 0.116 0.410 0.254
O -2.25240 5.60688 1.33438 0.048 -0.214 -0.230
C -4.13254 4.60431 2.42991 -0.119 -0.130 -0.107
C -4.71696 4.19655 3.62346 0.081 0.026 -0.019
C -5.60907 3.13620 3.60374 -0.046 -0.020 -0.028
C -5.92058 2.49029 2.41156 -0.014 0.041 0.006
C -5.36695 2.92311 1.21289 0.037 -0.020 -0.124
C -5.75066 2.28760 -0.10920 0.001 0.061 0.158
N -4.67796 2.33983 -1.09133 0.076 -0.129 0.168
C -3.35992 2.11891 -0.94354 -0.056 0.006 -0.064
N -2.73030 2.34825 -2.07553 0.153 -0.034 -0.019
C -3.73651 2.70692 -2.91186 -0.069 -0.062 0.022
N -4.93097 2.71302 -2.36102 -0.024 0.133 -0.068
C -4.47928 3.98501 1.23575 0.011 0.015 0.000
H 2.10966 5.16758 -2.64303 -0.001 -0.052 -0.012
H 3.14601 5.33348 -1.22572 0.061 0.017 -0.137
H 0.02704 3.04737 -1.84901 -0.027 0.039 0.021
H 3.08206 1.19752 0.28510 0.020 0.027 -0.019
H 2.16906 7.67240 -2.19026 -0.011 -0.006 0.004
H 0.90255 9.54545 -1.22838 -0.004 -0.011 0.005
H -0.80390 9.12001 0.53392 0.010 0.000 -0.004
H 0.06843 4.93715 0.34516 0.028 -0.005 -0.029
H -4.45134 4.69566 4.54572 -0.014 -0.028 0.010
H -6.05849 2.79660 4.52730 0.007 -0.001 0.002
H -6.60623 1.65099 2.41642 0.001 0.001 0.013
H -6.57577 2.83751 -0.56019 -0.030 -0.049 -0.026
H -6.07930 1.25907 0.04690 0.041 -0.022 -0.031
H -2.90373 1.81537 -0.01522 -0.041 0.000 0.025
H -3.58742 2.96413 -3.94766 -0.001 0.006 0.015
H -4.03674 4.34636 0.31834 -0.001 -0.022 -0.037
C -4.95593 -3.46764 -1.89831 0.027 0.012 0.032
C -3.57343 -4.11700 -2.01679 -0.186 -0.019 0.025
C -2.50220 -3.14064 -1.84652 0.153 0.053 0.004
N -1.66350 -2.37177 -1.69646 -0.215 -0.043 -0.134
H -5.73175 -4.22539 -1.99284 0.013 -0.001 -0.021
H -5.10168 -2.71972 -2.67587 -0.001 -0.009 -0.008
H -5.06880 -2.97978 -0.93091 -0.005 -0.010 -0.004
H -3.45179 -4.59707 -2.98815 0.040 0.006 0.001
H -3.44300 -4.88590 -1.25359 0.012 -0.014 -0.022
```
Forces are in eV/Å.

Summary:
Kohn-Sham gap ... 6.312 eV
E_HOMO ... -6.4 eV
Electronic energy ... -69693.664 eV
Energy relative to the best compared isomer or geometry (same formula, charge and spin) ... 32.1 kcal/mol

Atom charges from the Mulliken analysis, given in e for atoms 1 to 6: atom 1 (Tl): 0.827, atom 2 (C): -0.872, atom 3 (O): -0.442, atom 4 (C): 0.956, atom 5 (C): -0.399, atom 6 (C): -0.643

# 2
Formula: C16H14F3N2O7S
Source: the Open Molecules 2025 dataset
Level of theory: ωB97M-V with the def2-TZVPD basis set

Structure (XYZ):
```
43
Properties=species:S:1:pos:R:3:forces:R:3
F -1.53182 0.30317 3.33751 0.512 0.880 -0.286
C -0.71861 1.08258 2.56805 0.515 -0.446 -0.411
F -1.48478 2.05658 2.02244 0.321 -0.454 0.722
F 0.20582 1.63788 3.37955 -0.702 0.098 0.149
S 0.02305 0.12142 1.19567 -0.934 -2.136 -0.164
N 0.80623 1.93369 0.71326 0.188 2.474 -0.792
C 2.02534 2.43700 1.09833 -1.202 0.110 -0.682
O 2.83413 1.91741 1.86001 -0.484 0.343 -0.313
C 2.17124 3.75707 0.35230 0.803 0.400 -0.005
C 1.05606 3.77025 -0.67219 -0.179 0.292 -0.904
C 0.28502 2.47005 -0.44162 0.990 0.489 0.858
O -0.60193 1.98918 -1.12746 0.303 0.445 0.378
H 2.05542 4.57811 1.06861 0.235 -0.161 -0.013
H 3.16227 3.82237 -0.10850 -0.035 0.131 0.174
H 0.37458 4.61760 -0.51754 0.080 -0.231 -0.254
H 1.43737 3.79063 -1.70064 -0.181 0.196 0.112
C -3.11237 -2.70338 4.16031 -0.178 -0.075 0.063
C -2.38993 -2.64074 2.84370 0.547 0.025 0.203
O -1.01342 -2.28655 3.17925 -1.065 -0.236 -0.606
C -0.23998 -2.23748 2.08494 1.488 0.454 0.366
C 0.81364 -1.14184 2.17413 -1.174 -2.573 1.114
C 2.02538 -1.76803 1.50621 0.629 0.269 1.112
O 2.80847 -2.39012 2.20689 -0.550 0.400 -1.108
C 2.14697 -1.65065 0.01746 1.134 -0.355 -0.953
C 2.52202 -0.44285 -0.60279 -0.037 -0.319 0.713
C 2.62396 -0.36124 -1.97839 -0.012 -0.234 -0.799
C 2.43352 -1.51760 -2.75088 -0.311 -0.360 1.932
N 2.29579 -1.41885 -4.16615 0.012 0.313 -2.881
O 2.09397 -2.46701 -4.81997 0.369 1.755 1.083
O 2.36607 -0.28840 -4.70379 -0.075 -2.068 1.048
C 2.24465 -2.77310 -2.12835 -0.072 0.751 -0.528
C 2.08096 -2.82326 -0.75611 -0.022 0.127 0.373
O -0.34480 -2.96138 1.10763 -0.306 0.050 0.261
H -4.16264 -2.93908 3.99550 -0.107 -0.014 0.026
H -2.67832 -3.49093 4.78329 -0.048 0.168 0.021
H -3.04921 -1.74087 4.67748 0.033 -0.185 -0.033
H -2.37695 -3.59788 2.30972 -0.124 0.226 0.116
H -2.78922 -1.85492 2.18050 0.171 -0.257 0.182
H 1.04948 -0.80366 3.18732 -0.062 -0.248 -0.238
H 2.77140 0.41604 0.02117 -0.274 -0.241 -0.220
H 2.83657 0.58186 -2.48722 -0.121 -0.338 0.256
H 2.19522 -3.66260 -2.74638 -0.120 0.143 0.126
H 1.87857 -3.77526 -0.25781 0.045 0.390 -0.200
```
Forces are in eV/Å.

Summary:
Kohn-Sham gap ... 4.654 eV
E_HOMO ... -3.1 eV
Electronic energy ... -53117.042 eV
Energy relative to the best compared isomer or geometry (same formula, charge and spin) ... 40.6 kcal/mol
Charge ... -1

Atom charges from the natural (NBO) analysis, given in e for atoms 1 to 6: atom 1 (F): -0.342, atom 2 (C): 0.820, atom 3 (F): -0.329, atom 4 (F): -0.335, atom 5 (S): 0.414, atom 6 (N): -0.739

# 3
Formula: H4S3
Source: the Open Molecules 2025 dataset
Level of theory: ωB97M-V with the def2-TZVPD basis set

Structure (XYZ):
```
7
Properties=species:S:1:pos:R:3:forces:R:3
S -2.79946 -0.26015 0.21191 0.530 -0.193 -0.124
H -2.50300 1.04303 0.19997 -0.018 0.109 0.010
H -1.53472 -0.60315 -0.15325 -0.495 0.083 0.110
S 1.92130 0.24436 -1.14778 0.688 0.765 1.205
S 2.52161 0.06477 0.84240 -0.615 -0.990 -1.730
H 0.61637 0.59887 -0.98410 -0.025 -0.696 0.184
H 1.77790 -1.08773 1.03086 -0.065 0.923 0.346
```
Forces are in eV/Å.

Summary:
Kohn-Sham gap (alpha / beta) ... 6.840 / 3.027 eV
E_HOMO (alpha / beta) ... -13.0 / -13.0 eV
Electronic energy ... -32560.503 eV
Spin multiplicity ... 2
<S²> ... 0.755
Energy relative to the best compared isomer or geometry (same formula, charge and spin) ... 23.4 kcal/mol
Charge ... +1

Atom charges from the natural (NBO) analysis, given in e for atoms 1 to 6: atom 1 (S): -0.213, atom 2 (H): 0.137, atom 3 (H): 0.087, atom 4 (S): 0.313, atom 5 (S): 0.287, atom 6 (H): 0.188

# 4
Formula: C4H6N2O
Source: the Open Molecules 2025 dataset
Level of theory: ωB97M-V with the def2-TZVPD basis set

Structure (XYZ):
```
13
Properties=species:S:1:pos:R:3:forces:R:3
C -0.39913 1.68768 -0.82950 0.435 0.518 -0.321
C 0.60413 0.51140 -0.80296 -0.931 0.137 0.625
N 1.55632 0.41109 0.11913 -0.727 0.296 0.130
C 1.23775 -0.68510 0.88175 -0.055 -0.202 0.241
C 0.04264 -1.21071 0.43843 0.267 -0.226 -0.287
O -0.92394 -1.99900 0.94970 0.332 -0.674 0.063
N -0.22175 -0.58900 -0.71936 -0.014 -0.599 0.071
H -0.10676 2.32908 -0.00446 0.139 0.441 -0.250
H -1.39899 1.30785 -0.53504 0.630 0.206 -0.274
H -0.52061 2.23328 -1.75502 0.193 0.296 -0.154
H 1.78086 -0.97965 1.76997 0.096 0.099 -0.210
H -0.63890 -2.31411 1.81248 0.002 -0.153 0.032
H -1.01162 -0.70282 -1.32514 -0.367 -0.139 0.335
```
Forces are in eV/Å.

Summary:
SMILES ... Cc1ncc(O)[nH]1
Kohn-Sham gap ... 8.437 eV
E_HOMO ... -7.8 eV
Electronic energy ... -9271.058 eV
Energy relative to the best compared isomer or geometry (same formula, charge and spin) ... 56.4 kcal/mol

Atom charges from the natural (NBO) analysis, given in e for atoms 1 to 6: atom 1 (C): -0.645, atom 2 (C): 0.257, atom 3 (N): -0.411, atom 4 (C): -0.204, atom 5 (C): 0.417, atom 6 (O): -0.659